Entry 1:
An isolated ion of composition C8H10N5 and charge +1 in a non-equilibrium geometry, computed with ωB97M-V/def2-TZVPD.

Max |F|, hartree/bohr: 0.122
E_LUMO, eV: -4.86
Total energy, hartree: -584.27579
Energy above the lowest of the compared OMol25 structures with the same formula, charge and spin, kJ/mol: 252.5
Kohn-Sham gap, eV: 8.12
Charge: +1
Structure (SMILES): C[N+](C)=Cn1nnc2cccnc21

```
23
Properties=species:S:1:pos:R:3:forces:R:3
C 3.6883 0.7952 0.1962 1.167 0.773 0.166
N 2.4748 0.0153 0.0556 -0.760 0.616 0.122
C 2.6788 -1.3845 -0.1758 0.017 -1.830 -0.378
C 1.3713 0.6168 0.1613 -5.901 -1.663 -0.413
N -0.2051 -0.1109 0.0372 6.044 1.654 0.347
N -0.1974 -1.4624 0.0031 0.770 -0.425 0.071
N -1.3674 -1.9056 -0.0505 -0.761 -0.730 -0.053
C -2.2377 -0.8524 -0.0551 0.470 1.281 0.090
C -3.6264 -0.7712 -0.0967 0.177 0.156 0.008
C -4.1495 0.5049 -0.0860 0.010 -0.252 -0.015
C -3.3026 1.6239 -0.0417 -0.118 0.021 0.028
N -1.9833 1.5705 0.0114 0.728 0.323 0.013
C -1.4824 0.3529 0.0062 -1.595 -0.501 -0.071
H 4.2180 0.4870 1.1001 -0.159 -0.071 -0.054
H 3.4798 1.8626 0.2550 -0.105 -0.123 -0.005
H 4.3423 0.6103 -0.6579 -0.197 -0.065 0.008
H 3.2816 -1.7986 0.6371 -0.060 0.194 -0.027
H 3.2349 -1.5202 -1.1090 -0.060 0.208 0.134
H 1.7212 -1.9117 -0.2312 0.430 0.229 0.044
H 1.2280 1.6716 0.3349 0.227 0.111 -0.006
H -4.2323 -1.6634 -0.1342 -0.105 -0.026 -0.006
H -5.2168 0.6485 -0.1109 -0.100 0.091 -0.024
H -3.7182 2.6215 -0.0493 -0.120 0.031 0.020
```
Forces are in eV/Å.

Results of the natural (NBO) charge analysis, in e, for atoms 1 through 6: -0.419, -0.255, -0.466, 0.472, -0.210, -0.060

Entry 2:
A 2-piece molecular cluster, C6H9N overall in a non-equilibrium geometry, computed with ωB97M-V/def2-TZVPD.

Max |F|, hartree/bohr: 0.025
E_LUMO, eV: -0.56
Total energy, hartree: -288.56668
Energy above the lowest of the compared OMol25 structures with the same formula, charge and spin, kJ/mol: 565.4
Kohn-Sham gap, eV: 8.78
Charge: 0

```
16
Properties=species:S:1:pos:R:3:forces:R:3
C -0.8439 -1.2456 -0.5335 0.013 -0.056 -0.019
C -0.2949 0.1588 -0.3368 -0.165 -0.043 -0.086
C 0.7705 -0.2874 2.2401 -0.240 0.002 0.034
C 1.2083 0.3909 -0.0961 0.210 -0.024 0.195
C 0.5844 0.7297 -1.4133 -0.052 0.067 -0.195
C -1.2363 1.0872 0.2608 -0.737 0.712 0.412
N -2.0201 1.8129 0.7116 0.880 -0.775 -0.472
H -1.5958 -1.2397 -1.3284 0.088 -0.004 0.097
H -1.3151 -1.6409 0.3719 0.113 0.127 -0.128
H -0.0377 -1.9258 -0.8239 -0.084 0.113 0.017
H 0.0012 -1.0472 1.9805 0.143 0.111 0.114
H 0.1436 0.6189 2.3894 0.109 -0.152 0.056
H 1.5376 1.2197 0.5213 -0.121 -0.104 -0.090
H 1.8403 -0.4883 -0.0420 -0.135 0.097 -0.034
H 0.4667 1.7823 -1.6480 0.013 -0.179 -0.005
H 0.7913 0.0745 -2.2535 -0.034 0.107 0.102
```
Forces are in eV/Å.

Results of the natural (NBO) charge analysis, in e, for atoms 1 through 6: -0.591, -0.167, -0.229, -0.414, -0.384, 0.290

Entry 3:
C29H26I2N3OSSiTi as an isolated structure, computed with ωB97M-V/def2-TZVPD.

Max |F|, hartree/bohr: 0.012
E_LUMO (alpha / beta), eV: -0.32 / -0.40
Multiplicity: 2
Total energy, hartree: -3492.91992
⟨S²⟩: 0.754
Energy above the lowest of the compared OMol25 structures with the same formula, charge and spin, kJ/mol: 27.2
Kohn-Sham gap (alpha / beta), eV: 7.25 / 7.49
Charge: 0

```
64
Properties=species:S:1:pos:R:3:forces:R:3
Ti 0.6478 -0.0528 0.2211 0.094 -0.509 0.305
N 2.6410 -0.4282 -0.7206 -0.003 0.096 -0.027
C 3.3235 0.6633 -1.3614 0.050 -0.009 0.059
C 4.6320 0.9456 -1.0007 0.038 0.017 0.013
C 5.3093 2.0072 -1.5809 -0.006 -0.021 0.016
C 4.6716 2.7787 -2.5381 -0.022 0.007 -0.016
C 3.3620 2.4905 -2.8918 0.029 0.035 -0.032
C 2.6564 1.4392 -2.3109 -0.108 -0.051 0.004
C 1.2239 1.2190 -2.6611 0.077 0.051 0.069
C 0.8336 1.3331 -3.9956 -0.004 0.012 -0.011
C -0.5023 1.2302 -4.3554 -0.004 -0.002 -0.016
C -1.4648 1.0627 -3.3708 0.184 0.199 -0.043
C -1.0610 0.9699 -2.0449 -0.233 -0.177 -0.001
C 0.2799 0.9806 -1.6445 -0.028 0.015 -0.012
H 3.2198 -0.8289 0.0098 -0.008 -0.095 0.013
H 2.4019 -1.1685 -1.3753 0.054 0.032 -0.109
H 5.1256 0.3235 -0.2622 -0.001 0.003 0.000
H 6.3283 2.2232 -1.2886 0.000 -0.005 0.005
H 5.1858 3.6120 -2.9986 -0.007 -0.001 -0.005
H 2.8507 3.1143 -3.6146 0.013 0.005 0.001
H 1.5843 1.4835 -4.7635 -0.005 -0.003 -0.001
H -0.7861 1.2898 -5.3986 -0.002 -0.003 -0.001
H -2.5142 1.0077 -3.6332 -0.003 0.006 0.012
H -1.8384 0.8406 -1.2978 -0.023 -0.054 -0.006
C -2.9416 -3.6600 -2.3604 0.052 0.031 -0.082
Si -3.2952 -3.7926 -0.5350 -0.101 0.040 0.082
C -5.1297 -4.1045 -0.3013 -0.002 -0.003 0.019
C -2.3448 -5.1837 0.2595 0.047 -0.075 0.016
C -2.9123 -2.1571 0.3364 0.136 -0.015 -0.057
C -3.8883 -1.4456 1.0139 0.004 0.001 0.010
C -3.6165 -0.2240 1.6372 -0.044 -0.048 -0.019
C -2.3411 0.2707 1.5419 0.032 0.057 0.032
N -1.3715 -0.3886 0.8984 -0.092 0.003 -0.057
C -1.6209 -1.5838 0.3156 -0.092 0.137 0.147
S -0.2205 -2.2897 -0.4432 0.058 -0.006 -0.036
H -3.4700 -4.4464 -2.9047 0.009 -0.005 0.003
H -1.8752 -3.7519 -2.5649 -0.004 0.018 -0.011
H -3.2734 -2.6957 -2.7517 -0.010 -0.013 -0.014
H -5.4025 -5.0403 -0.7947 -0.007 0.007 0.001
H -5.7399 -3.3112 -0.7390 -0.009 -0.009 -0.001
H -5.3963 -4.2016 0.7536 -0.014 0.002 -0.008
H -2.5909 -6.1315 -0.2263 0.006 -0.002 0.009
H -2.5988 -5.2723 1.3180 0.006 -0.005 -0.001
H -1.2691 -5.0259 0.1780 -0.012 -0.001 0.008
H -4.8948 -1.8447 1.0632 -0.012 0.020 0.010
H -4.3808 0.3231 2.1697 0.000 0.000 -0.001
H -2.0615 1.2207 1.9833 0.018 -0.001 -0.008
I 2.6173 -1.9520 4.6587 -0.011 0.097 0.027
C 2.1030 0.0126 4.1988 0.053 -0.192 0.005
C 2.2061 1.0280 5.1692 -0.042 0.053 -0.098
C 1.8868 2.3243 4.8712 0.049 0.121 0.212
I 2.0737 3.7715 6.3727 -0.006 -0.043 -0.047
C 1.4388 2.6814 3.5750 -0.029 0.004 -0.086
C 1.0934 3.9788 3.1293 0.022 -0.077 0.058
C 0.6801 4.1658 1.8416 -0.024 0.032 -0.064
C 0.5888 3.0664 0.9690 -0.008 0.031 0.007
N 0.8965 1.8459 1.3477 0.064 0.242 0.162
C 1.3277 1.6471 2.6301 -0.011 -0.087 -0.209
C 1.6714 0.2862 2.9178 -0.031 0.151 -0.056
O 1.5551 -0.5757 1.9471 -0.083 0.036 -0.150
H 2.5466 0.7741 6.1632 0.006 -0.035 -0.004
H 1.1615 4.8163 3.8108 0.010 -0.017 0.021
H 0.4194 5.1524 1.4851 -0.007 -0.019 -0.034
H 0.2590 3.1775 -0.0567 -0.005 0.022 -0.003
```
Forces are in eV/Å.

Results of the natural (NBO) charge analysis, in e, for atoms 1 through 6: 1.458, -0.851, 0.217, -0.249, -0.206, -0.219